1.
A molecular structure, C11H18CdN4O3PS, computed with ωB97M-V/def2-TZVPD.

Computed properties:
lowest unoccupied orbital energy = -0.1289 hartree
E_tot = -1781.84160 Ha
F_max = 0.0122 hartree/bohr
HOMO-LUMO gap = 7.7912 eV
HOMO energy = -11.30 eV

The geometry in ORCA input format:
```
! wB97M-V def2-TZVPD RIJCOSX def2/J DEFGRID3
* xyz 1 1
Cd 0.737 -1.122 -0.939
C -0.687 -1.519 3.328
C -0.503 -1.325 1.858
N 0.618 -1.440 1.255
N 1.732 -1.788 1.937
C 2.791 -2.014 1.175
N 3.898 -2.365 1.845
S 2.998 -1.948 -0.578
C -1.675 -0.987 0.993
C -2.884 -0.625 1.565
C -3.968 -0.338 0.751
C -3.825 -0.425 -0.622
C -2.589 -0.784 -1.126
N -1.541 -1.055 -0.347
H 0.216 -1.942 3.753
H -1.530 -2.180 3.530
H -0.886 -0.563 3.823
H 3.847 -2.468 2.844
H 4.734 -2.623 1.354
H -2.976 -0.567 2.641
H -4.917 -0.054 1.189
H -4.651 -0.229 -1.293
H -2.429 -0.864 -2.195
C -1.390 2.587 -2.680
O -0.003 2.211 -2.815
P 0.785 1.429 -1.690
O 0.622 2.401 -0.453
C 1.019 2.021 0.881
O 2.302 1.642 -2.102
C 2.881 0.896 -3.187
H -1.561 3.388 -3.389
H -1.597 2.946 -1.673
H -2.033 1.743 -2.924
H 1.210 2.940 1.424
H 1.928 1.420 0.869
H 0.214 1.471 1.364
H 3.954 0.895 -3.034
H 2.634 1.374 -4.132
H 2.526 -0.136 -3.198
*
```


2.
A molecular structure, C5H12ClEuLaO2 at a distorted geometry, computed with ωB97M-V/def2-TZVPD.

Computed properties:
lowest unoccupied orbital energy (alpha / beta) = 0.0767 / 0.0458 hartree
relative energy (zero: lowest compared OMol25 entry of this formula, charge and spin) = 0.0 kcal per mole
E_tot = -1550.07264 Ha
F_max = 0.0809 hartree/bohr
HOMO-LUMO gap (alpha / beta) = 5.5739 / 3.5052 eV
HOMO energy (alpha / beta) = -3.49 / -2.26 eV

The geometry in ORCA input format:
```
! wB97M-V def2-TZVPD RIJCOSX def2/J DEFGRID3
* xyz -1 7
Eu 1.306 -0.858 -3.161
Cl 1.949 -2.820 -1.692
C 2.676 1.088 -2.375
C -0.933 -1.676 -3.922
H 2.936 1.719 -3.246
H 2.253 1.678 -1.551
H 3.559 0.518 -2.044
H -1.104 -1.384 -4.964
H -1.770 -1.414 -3.261
H -0.688 -2.757 -3.849
La -0.198 0.156 1.705
C -1.957 -1.240 2.533
C -1.299 1.528 0.377
H -2.909 -0.913 2.080
H -1.743 -2.250 2.138
H -2.096 -1.317 3.610
H -2.239 1.228 -0.147
H -0.962 2.520 0.007
O 1.478 2.222 5.283
C 0.808 1.574 4.493
O 0.957 1.499 3.168
H -0.022 0.899 4.817
*
```


3.
A molecular structure, C24H39AgGeN4O2SeSi at a distorted geometry, computed with ωB97M-V/def2-TZVPD.

Computed properties:
lowest unoccupied orbital energy = 0.0188 hartree
relative energy (zero: lowest compared OMol25 entry of this formula, charge and spin) = 35.5 kcal per mole
E_tot = -6222.22868 Ha
F_max = 0.0719 hartree/bohr
HOMO-LUMO gap = 7.5515 eV
HOMO energy = -7.04 eV

The geometry in ORCA input format:
```
! wB97M-V def2-TZVPD RIJCOSX def2/J DEFGRID3
* xyz 0 1
Ag 0.195 -1.077 -0.477
C -0.533 -1.518 4.210
Si 0.061 -2.396 2.642
C -1.325 -3.160 1.740
C 1.234 -3.807 2.910
N 0.781 -1.149 1.615
C 1.713 -0.239 2.078
C 2.450 -0.487 3.226
C 3.439 0.327 3.685
C 3.837 1.500 3.001
C 3.199 1.806 1.824
C 2.158 0.974 1.389
O 1.544 1.362 0.209
C 0.459 2.221 0.278
C -0.741 1.993 0.902
C -1.857 2.814 0.647
C -1.785 3.879 -0.279
C -0.505 4.157 -0.783
C 0.604 3.377 -0.509
H -1.432 -2.023 4.408
H -0.728 -0.439 4.154
H 0.086 -1.622 5.106
H -1.790 -4.038 2.258
H -0.967 -3.525 0.837
H -2.194 -2.488 1.575
H 0.886 -4.629 3.496
H 2.222 -3.453 3.272
H 1.345 -4.170 1.848
H 2.159 -1.304 3.807
H 3.939 -0.059 4.590
H 4.780 2.010 3.367
H 3.369 2.679 1.153
H -0.862 1.144 1.559
H -2.822 2.738 1.208
H -2.668 4.497 -0.402
H -0.383 5.053 -1.482
H 1.576 3.535 -1.025
C 5.778 0.778 -0.601
N 4.756 0.526 -1.640
C 4.236 1.495 -2.622
C 2.965 0.729 -3.035
O 2.204 1.097 -3.947
N 2.723 -0.337 -2.200
C 3.750 -0.316 -1.328
N 3.926 -1.269 -0.381
H 6.485 1.618 -0.956
H 6.347 -0.119 -0.361
H 5.197 1.135 0.319
H 4.963 1.577 -3.403
H 4.101 2.436 -2.146
H 3.104 -1.755 -0.067
H 4.456 -0.994 0.438
C -5.254 -2.469 -3.208
Ge -4.847 -0.884 -2.116
C -6.058 -0.771 -0.626
C -5.117 0.695 -3.137
C -3.051 -1.142 -1.408
Se -1.384 -1.011 -2.515
C -1.251 0.955 -2.560
H -6.049 -2.346 -3.951
H -5.446 -3.352 -2.546
H -4.341 -2.721 -3.767
H -5.544 -1.069 0.251
H -6.990 -1.333 -0.757
H -6.276 0.252 -0.409
H -4.585 0.735 -4.099
H -4.730 1.568 -2.596
H -6.154 0.675 -3.423
H -3.018 -2.124 -0.942
H -2.827 -0.406 -0.581
H -2.097 1.395 -2.916
H -0.381 1.073 -3.252
H -1.032 1.198 -1.549
*
```


4.
C4H5NOS2 in the gas phase at a distorted geometry, computed with ωB97M-V/def2-TZVPD.

Computed properties:
lowest unoccupied orbital energy = -0.0144 hartree
SMILES = NC1=C(C=S)OCS1
relative energy (zero: lowest compared OMol25 entry of this formula, charge and spin) = 94.3 kcal per mole
E_tot = -1081.64296 Ha
F_max = 0.1008 hartree/bohr
HOMO-LUMO gap = 7.4842 eV
HOMO energy = -7.88 eV

The geometry in ORCA input format:
```
! wB97M-V def2-TZVPD RIJCOSX def2/J DEFGRID3
* xyz 0 1
C -0.512 0.549 -0.260
C 0.523 -0.336 -0.281
C -0.887 -1.784 0.157
C 1.706 0.332 -0.083
H 0.249 2.572 0.116
H -1.652 2.168 -0.411
H -1.213 -2.964 0.201
H -0.621 -1.648 1.354
H 1.624 1.338 0.341
N -0.692 1.904 -0.193
O 0.270 -1.578 -0.699
S -2.060 -0.280 -0.137
S 3.265 -0.274 -0.105
*
```